The following is a quantum chemistry calculation of BrClHP as an isolated structure at a distorted geometry, from the OMol25 dataset.

Element x y z (Å)
1 P -0.512 0.568 -0.089
2 Cl 0.470 0.300 -1.762
3 Br 1.181 -0.252 2.203
4 H -1.139 -0.616 -0.351

Results
LUMO = -2.5 eV
2S+1 = 1
E_HOMO = -9.79 eV
DFT total energy = -91869.0207 eV
energy relative to the best compared isomer or geometry (same formula, charge and spin) = 1.377 eV